Entry 1:
Below is a structure of composition C5H7N, with properties calculated with wB97M-V/def2-TZVPD.

The net charge is 0. The molar mass is 81.1 g/mol.

Each line ends with the Mulliken charge.
Geometry (Å):
C (-0.560654, 1.569472, -0.052718)  -0.18
N (-1.688260, 0.922233, 0.082081)  -0.62
C (-1.391367, -1.588030, 0.059252)  -0.72
C (1.653360, 0.168659, 0.284517)  -1.00
H (2.346830, 0.813823, -0.250009)  0.33
H (1.783257, -0.999711, 0.178950)  0.24
H (0.245638, 0.353846, -1.536833)  0.27
C (-0.933968, -0.404842, -0.138736)  0.19
H (-0.635534, -2.445325, 0.224237)  0.19
H (-2.467996, -1.720547, 0.059770)  0.29
H (1.578441, 0.342479, 1.370479)  0.30
C (0.329703, 0.351599, -0.391255)  0.39
H (-0.259446, 2.636338, 0.110268)  0.32

Forces on atoms 1 to 6 (eV/Å):
C 0.009 -1.409 0.428
N 1.332 -0.260 -0.813
C 0.783 -3.139 0.384
C -0.808 -2.980 -0.388
H 0.605 -0.461 0.424
H 0.831 2.300 0.089


Entry 2:
Below is a structure of composition H3O4PSi, with properties calculated with wB97M-V/def2-TZVPD.

The net charge is -2. The molar mass is 126.1 g/mol.

Each line ends with the Mulliken charge.
Geometry (Å):
O (0.484974, -0.709851, 1.821633)  -0.72
P (0.840635, -1.441494, 0.564743)  0.98
H (-0.000091, 2.636131, -0.620345)  -0.18
O (0.213214, -0.014246, -1.024061)  -0.47
O (-0.066066, -2.572794, 0.127285)  -0.75
H (-1.795702, 1.455510, -1.517830)  -0.19
O (2.299070, -1.542193, 0.233116)  -0.74
H (-1.365242, 0.946323, 0.964847)  -0.09
Si (-0.610792, 1.242614, -0.549387)  0.16

Forces on atoms 1 to 6 (eV/Å):
O -0.176 0.403 -0.050
P -0.301 -0.879 -0.675
H 0.101 -0.199 0.317
O 0.715 -0.318 0.873
O 0.371 0.606 0.161
H 0.146 0.158 0.268


Entry 3:
Below is a structure of composition C2H20BeO8, with properties calculated with wB97M-V/def2-TZVPD.

The net charge is +2. The molar mass is 181.2 g/mol.

Each line ends with the Mulliken charge.
Geometry (Å):
H (-1.154417, 0.994894, 1.818268)  0.19
H (2.139625, -0.883788, -3.018223)  0.30
O (-1.139946, 1.158494, -1.789205)  -0.45
O (-0.554822, -1.728525, -1.538185)  -0.46
H (1.838891, 0.550117, -3.469707)  0.30
Be (0.688334, 0.277059, -0.539376)  1.22
H (-1.917898, -2.043499, 0.861401)  -0.02
C (-2.605007, -0.177793, 1.421159)  -0.43
H (2.137519, 0.917977, 2.038807)  0.23
O (-1.478650, 0.620410, 0.992704)  -0.31
H (3.444017, 1.536891, -0.126645)  0.30
O (3.013243, 0.906408, -0.721321)  -0.48
O (1.582108, -0.119704, -2.820739)  -0.53
H (2.244673, -1.627862, 0.901635)  0.27
H (-2.025387, 1.278087, -1.421478)  0.29
H (1.173311, -2.670416, 0.559210)  0.30
H (-1.276552, 0.997218, -2.732386)  0.29
O (0.470744, 2.776929, -0.159641)  -0.49
O (1.178990, 0.827739, 1.965499)  -0.47
H (-1.358971, -2.224440, -1.339522)  0.27
C (-2.117257, -1.543297, 1.816605)  -0.59
H (-3.209498, -0.281709, 0.515691)  0.27
H (0.858510, 0.905449, 2.874287)  0.29
H (-2.816954, -2.243603, 2.268169)  0.38
H (-1.138480, -1.481351, 2.293086)  0.21
H (-3.219344, 0.415870, 2.099642)  0.38
H (3.714069, 0.293568, -0.983030)  0.32
H (-0.110623, 3.405200, -0.607785)  0.30
O (1.414657, -1.744575, 0.421889)  -0.47
H (-0.216040, -2.121146, -2.352254)  0.27
H (0.441155, 3.029399, 0.771446)  0.31

Forces on atoms 1 to 6 (eV/Å):
H 0.286 0.215 -0.281
H -0.075 -0.007 0.036
O 0.763 -0.204 0.097
O 0.279 0.196 0.057
H -0.071 0.121 0.166
Be -0.836 0.018 -0.393


Entry 4:
Below is a structure of composition C5H6OS, with properties calculated with wB97M-V/def2-TZVPD.

The net charge is 0. The molar mass is 114.2 g/mol.

Each line ends with the Mulliken charge.
Geometry (Å):
C (-1.412454, -0.090536, 0.074234)  0.22
C (-0.524508, 0.098581, -1.170379)  -0.30
O (-2.639571, -0.115709, 0.106063)  -0.59
H (1.073786, -1.012751, 1.389406)  0.28
H (-0.423288, 1.071079, 2.136708)  0.37
H (0.560747, -1.623117, -0.592894)  0.25
S (-0.270923, 1.917702, -0.312516)  -0.17
C (-0.409967, 0.536216, 0.988088)  -0.07
C (0.698868, -0.508440, -0.753464)  -0.22
H (1.650525, -0.326655, -1.359443)  0.25
C (0.974184, -0.165626, 0.625949)  -0.70
H (-1.032891, -0.231222, -2.133853)  0.39
H (1.755496, 0.450482, 1.002101)  0.29

Forces on atoms 1 to 6 (eV/Å):
C -3.091 2.322 -0.654
C -2.703 0.766 -0.112
O 2.221 -1.005 0.303
H -0.220 0.348 -1.406
H -0.679 -2.091 -3.304
H 0.086 0.765 -1.434


Entry 5:
Below is a cluster of 2 separate species, C8H15N in total, with properties calculated with wB97M-V/def2-TZVPD.

Its SMILES is C=CC(=C)C.CC(C)=N. The net charge is 0. The molar mass is 125.2 g/mol.

Each line ends with the Mulliken charge.
Geometry (Å):
H (-0.219319, -0.741455, -1.828524)  0.35
H (2.078051, 0.027596, -0.268594)  0.24
H (-3.106180, -0.094084, 0.889591)  0.29
H (0.101374, 3.039363, -0.188704)  0.29
C (0.782931, -1.235481, 0.843291)  1.04
H (2.181441, -1.674677, -0.710124)  0.33
C (2.074415, -0.987601, 0.123948)  -1.36
C (-2.394883, -0.014100, 0.083662)  -1.00
H (2.922748, -1.090654, 0.797699)  0.42
C (-0.484655, 0.257243, -2.174016)  -1.41
H (-0.767762, -2.364688, 1.009269)  0.28
H (-2.467273, -0.759667, -0.689570)  0.30
H (0.259974, 0.579670, -2.897407)  0.35
C (-0.532862, 1.200787, -1.010835)  1.12
H (1.476986, -0.780780, 2.845725)  0.42
H (0.943402, 2.526953, -1.733618)  0.29
N (0.080465, -2.210778, 0.466138)  -0.67
C (0.203944, 2.312579, -0.979277)  -1.04
H (-1.379499, 1.601797, 0.923533)  0.32
H (0.724450, 0.602560, 2.079241)  0.27
C (-1.383156, 0.863586, 0.128940)  -0.25
C (0.640796, -0.472016, 2.221229)  -1.29
H (-0.274703, -0.777826, 2.721793)  0.34
H (-1.460685, 0.191672, -2.653390)  0.38

Forces on atoms 1 to 6 (eV/Å):
H -0.039 -0.147 -0.032
H 0.137 0.186 -0.002
H -0.046 0.011 0.181
H 0.101 -0.033 0.295
C 0.866 -0.174 2.164
H -0.019 -0.100 0.013


HOMO list, top to bottom, in eV: -9.5 -0.1 -17.4 -9.2 -8.8
HOMO-LUMO gap list, top to bottom, in eV: 10.525 6.953 9.491 9.669 9.521
ΔE to the lowest compared entry with this formula, charge and spin list, top to bottom, in kcal per mole: 71.6 5.5 0.0 64.6 36.5